The following is a quantum chemistry calculation of one molecule with the formula C24H26N4O5, from the Open Molecules 2025 dataset.

As for the HOMO energy: -8.66 eV. Its spin multiplicity is 1. Its SMILES is CC(C)Cn1c(N)c(C(=O)COC(=O)c2cc(C3CC3)nc3ccccc23)c(=O)n(C)c1=O. The value obtained for the energy relative to the best compared isomer or geometry (same formula, charge and spin) is 128.4 kJ/mol. For the total energy, the calculation gives -1525.4614 a.u. The largest force on an atom comes out at 0.68 eV/Å. Its total charge is 0.

Structure (XYZ):
```
59
Properties=species:S:1:pos:R:3:forces:R:3
C -5.603833 -1.994080 -0.483103 0.148 0.277 0.051
H -5.232061 -3.009708 -0.371350 0.027 -0.172 0.000
H -5.718274 -1.783797 -1.544465 -0.055 -0.034 -0.146
H -6.583342 -1.934261 -0.016417 -0.113 -0.036 0.019
C -4.644630 -1.004025 0.172666 0.045 -0.163 0.011
C -4.489604 -1.305434 1.660707 -0.012 0.146 -0.197
H -5.461784 -1.310690 2.147059 -0.081 0.014 0.085
H -4.022085 -2.276523 1.804749 0.055 -0.133 0.049
H -3.871810 -0.553131 2.146391 0.056 0.038 0.132
H -5.051464 0.007287 0.065686 0.026 -0.064 -0.011
C -3.282877 -1.088305 -0.532986 -0.427 -0.162 0.016
N -2.300122 -0.168853 0.019099 -0.143 0.039 -0.169
C -2.354607 1.169404 -0.234010 0.366 0.316 0.352
N -3.331651 1.656295 -1.001798 -0.030 -0.051 -0.319
H -3.857462 1.060203 -1.616248 0.019 -0.038 0.078
H -3.230074 2.654955 -1.214885 -0.097 -0.143 0.073
C -1.393489 2.026371 0.316122 -0.262 -0.011 0.039
C -0.471749 1.526365 1.310465 -0.524 -0.085 0.035
O 0.231540 2.202836 2.032160 0.052 0.148 0.061
N -0.455485 0.128596 1.435563 0.235 0.002 0.176
C -1.294544 -0.739796 0.803861 0.087 0.050 -0.031
O -1.202344 -1.939270 0.933284 -0.030 -0.177 0.149
C 0.543052 -0.471879 2.303613 0.210 -0.104 0.217
H 1.229067 -1.077915 1.711041 -0.014 -0.016 0.028
H 1.078115 0.337941 2.793917 -0.057 -0.114 -0.051
H 0.055611 -1.109995 3.039429 0.058 0.003 -0.019
C -1.265060 3.367416 -0.220646 0.111 -0.155 0.235
O -2.165415 3.961916 -0.801365 0.101 0.231 -0.022
C 0.107171 4.028302 -0.124369 -0.225 0.549 -0.164
H 0.240371 4.473538 0.864154 -0.027 -0.058 -0.160
H 0.157161 4.798836 -0.901739 -0.060 -0.161 0.122
O 1.175805 3.104884 -0.262620 0.294 -0.008 -0.038
C 1.055381 2.179541 -1.217856 -0.240 0.135 -0.394
O 0.208116 2.214928 -2.079958 0.391 0.102 0.008
C 2.033144 1.082180 -0.993477 0.438 -0.193 0.225
C 3.250935 1.354629 -0.421838 -0.395 -0.114 -0.219
C 4.123176 0.292297 -0.092202 -0.238 -0.241 -0.142
N 3.792361 -0.962301 -0.279064 0.537 0.123 0.256
C 2.604996 -1.264097 -0.830974 -0.557 0.264 -0.289
C 2.280246 -2.627610 -0.994975 -0.212 -0.135 -0.103
C 1.089323 -2.993000 -1.554788 0.247 -0.101 0.099
C 0.179241 -2.015584 -1.982534 -0.048 0.292 -0.043
C 0.458532 -0.684991 -1.829880 -0.324 -0.180 -0.217
C 1.670776 -0.270911 -1.245315 0.403 -0.100 0.147
H -0.236924 0.065371 -2.172293 -0.033 -0.003 -0.028
H -0.751537 -2.323838 -2.435484 -0.101 0.007 -0.035
H 0.839665 -4.036586 -1.673054 0.012 -0.105 0.006
H 3.000607 -3.358129 -0.661700 0.082 -0.064 0.037
C 5.439637 0.575233 0.502184 0.207 0.109 0.099
C 6.000493 -0.390860 1.517341 0.035 0.022 0.121
C 6.599164 -0.328454 0.158295 0.116 0.022 -0.057
H 6.387548 -1.140385 -0.519265 -0.113 -0.066 -0.037
H 7.570507 0.124843 0.032240 0.043 0.085 0.052
H 5.385846 -1.244626 1.754377 -0.103 -0.067 -0.064
H 6.548568 0.018658 2.351928 0.064 0.091 0.005
H 5.649736 1.627403 0.643542 0.072 -0.032 0.031
H 3.537815 2.373221 -0.214614 0.014 0.081 0.075
H -2.866437 -2.088069 -0.385584 -0.085 0.168 -0.145
H -3.385053 -0.916326 -1.609022 0.051 -0.029 0.008
```
Positions in Å, forces in eV/Å.

The following is a quantum chemistry calculation of C24H26N4PmS2Si as an isolated structure in a non-equilibrium geometry, from the Open Molecules 2025 dataset.

As for the HOMO energy (alpha / beta): -9.62 / -9.56 eV. Its spin multiplicity is 5. The value obtained for the energy relative to the best compared isomer or geometry (same formula, charge and spin) is 0.0 kJ/mol. For the total energy, the calculation gives -2843.1811 a.u. The largest force on an atom comes out at 3.03 eV/Å. Its total charge is +1.

Structure (XYZ):
```
58
Properties=species:S:1:pos:R:3:forces:R:3
C -0.989527 1.311310 0.829105 -0.150 0.126 0.746
C -2.183867 0.537471 0.790560 0.075 -0.043 0.449
C -1.989559 -0.618113 1.604080 0.076 0.387 0.235
H -3.090563 0.807494 0.250586 0.219 -0.165 0.163
C -0.662993 -0.558089 2.135432 -0.586 0.618 0.154
C -0.060105 0.646925 1.674410 -0.637 0.238 0.373
H 0.902747 1.042410 1.991481 -0.145 -0.198 -0.244
H -0.842511 2.289051 0.372359 -0.045 -0.327 0.082
H -2.706597 -1.420967 1.770495 0.200 0.273 -0.066
H -0.199078 -1.280750 2.803913 -0.238 0.214 -0.198
Pm -0.396654 -0.899099 -0.386008 0.312 -0.562 -0.597
C 0.807385 -4.267997 -3.894696 0.723 -0.226 -0.846
H 0.708499 -3.187596 -3.727180 -0.077 -0.544 0.055
H 0.388634 -4.897342 -3.102621 0.139 0.390 -0.230
H 1.877107 -4.487891 -3.978970 -0.147 -0.067 -0.129
Si -1.668108 -3.118089 -1.399824 0.551 -0.461 -0.677
C -2.883106 -3.279791 -2.795232 -0.038 0.391 -0.607
C -4.146761 -2.655339 -2.752318 0.198 -0.671 -0.415
H -4.354053 -1.922639 -1.965542 -0.109 -0.334 -0.212
C -5.121483 -3.018475 -3.692850 0.159 0.224 0.045
H -6.123487 -2.589525 -3.620575 0.297 -0.120 -0.101
C -4.810262 -3.907704 -4.730513 0.076 0.103 0.236
H -5.571943 -4.166765 -5.470115 0.264 0.079 0.262
C -3.524728 -4.449581 -4.822587 -0.063 0.214 0.012
H -3.264277 -5.105860 -5.652567 -0.117 0.098 0.201
C -2.566225 -4.140184 -3.855047 -0.634 -0.093 -0.221
H -1.578820 -4.595669 -3.918750 -0.435 0.115 0.078
C -2.093474 -4.586389 -0.319567 0.040 -0.348 0.620
C -3.165230 -5.429942 -0.662970 0.180 -0.196 0.382
H -3.768538 -5.216433 -1.547715 0.310 -0.169 0.192
C -3.499315 -6.529323 0.136630 0.117 0.176 0.192
H -4.328526 -7.176526 -0.158679 0.275 0.183 0.135
C -2.785770 -6.784493 1.311397 0.157 0.177 -0.209
H -3.035393 -7.652630 1.929309 0.114 0.373 -0.215
C -1.749552 -5.917611 1.694622 -0.004 0.082 0.131
H -1.206528 -6.101942 2.627725 -0.234 0.048 -0.326
C -1.422135 -4.809801 0.908012 -0.634 -0.632 -0.545
H -0.651285 -4.106359 1.244561 -0.164 -0.239 -0.061
H 0.310178 -4.501581 -4.843065 0.264 -0.046 0.125
H -0.161323 -3.388268 -2.175138 -1.908 0.648 1.823
N 1.821416 -2.603110 1.881913 0.355 -0.200 -0.203
C 2.435703 -1.586117 1.222580 -0.091 1.098 -0.549
N 1.926946 -0.992048 0.140364 1.600 -0.484 0.944
C 2.697054 0.127652 -0.250408 1.159 -1.247 2.305
C 3.791705 0.335872 0.568814 -1.022 0.148 -1.110
S 3.864801 -0.808268 1.874152 -0.517 -0.052 -1.075
C 2.107774 1.030423 -1.198309 -0.932 2.527 -1.385
C 2.531445 2.301410 -1.552609 -0.154 -1.652 0.561
S 1.305202 3.189418 -2.403797 0.020 -1.097 0.209
C 0.245053 1.791009 -2.269875 1.219 -0.236 0.908
N 0.788652 0.755196 -1.623381 0.231 1.436 -1.184
N -1.038012 1.843876 -2.667561 -0.011 -0.063 -0.168
H 2.314985 -2.962429 2.692490 -0.313 -0.162 -0.308
H 1.271944 -3.273283 1.343826 0.374 0.191 0.295
H 4.495206 1.149695 0.429424 -0.030 -0.260 0.384
H 3.497395 2.706364 -1.279342 -0.248 0.241 -0.231
H -1.346234 2.676563 -3.156916 -0.220 -0.523 0.106
H -1.623608 1.010241 -2.638919 0.199 0.620 -0.292
```
Positions in Å, forces in eV/Å.

The following is a quantum chemistry calculation of C24H26N4S2SiSn as an isolated structure in a non-equilibrium geometry, from the Open Molecules 2025 dataset.

As for the HOMO energy (alpha / beta): -2.69 / -2.70 eV. Its spin multiplicity is 1. The value obtained for the energy relative to the best compared isomer or geometry (same formula, charge and spin) is 183.6 kJ/mol. For the total energy, the calculation gives -2449.0569 a.u. The largest force on an atom comes out at 3.41 eV/Å. Its total charge is 0.

Structure (XYZ):
```
58
Properties=species:S:1:pos:R:3:forces:R:3
C 1.113172 2.663013 1.688412 -0.536 0.010 0.585
C 0.123667 3.207100 0.841056 -0.059 0.163 0.289
C -1.150548 2.885621 1.349135 0.313 -0.087 0.683
H 0.315844 3.843880 -0.026459 -0.098 -0.408 0.262
C -0.979441 2.090994 2.534509 0.632 1.085 -0.085
C 0.458427 1.942143 2.744979 -0.336 1.164 -0.054
H 0.924317 1.576844 3.659927 -0.150 -0.018 -0.333
H 2.184329 2.861373 1.631336 -0.317 -0.270 -0.107
H -2.106552 3.242664 0.958458 0.384 -0.325 0.024
H -1.745140 1.852924 3.271107 0.220 -0.073 -0.248
Sn -0.219197 0.163069 1.294449 -0.143 0.268 -1.974
C -1.175501 -2.271055 -2.953054 -0.927 -1.583 -0.303
H -2.007084 -1.828567 -2.342774 -0.613 -0.460 0.161
H -1.712942 -2.387278 -3.904627 0.193 -0.024 0.038
H -0.291630 -1.692553 -3.411169 0.635 0.609 -0.964
Si -0.360898 -0.937500 -1.824655 2.098 2.015 1.782
C 1.469249 -0.740216 -2.020423 -1.026 -0.090 -0.530
C 2.048354 0.527405 -1.829649 0.858 0.422 -0.121
H 1.445471 1.365890 -1.454113 0.248 -0.392 -0.234
C 3.396947 0.722740 -2.137262 -0.490 0.090 0.189
H 3.843575 1.707824 -1.990736 -0.104 -0.217 -0.115
C 4.164478 -0.328704 -2.646314 0.276 -0.145 -0.078
H 5.196325 -0.154589 -2.956256 -0.274 -0.070 0.147
C 3.613558 -1.610056 -2.736441 -0.335 -0.101 0.279
H 4.224742 -2.440020 -3.087003 -0.093 0.139 0.088
C 2.279127 -1.829628 -2.380872 0.815 -0.022 -0.088
H 1.855762 -2.840280 -2.397324 0.187 0.328 -0.222
C -1.273835 0.633004 -2.187782 -0.057 -0.318 -0.003
C -0.859198 1.399368 -3.286440 -0.594 0.500 -0.206
H 0.095239 1.189265 -3.779559 -0.341 0.016 0.167
C -1.696329 2.405104 -3.786957 0.311 -0.192 0.158
H -1.397693 2.959757 -4.675437 -0.055 -0.061 0.211
C -2.917087 2.680392 -3.166396 -0.088 -0.093 0.287
H -3.576823 3.453395 -3.565051 0.208 -0.215 0.097
C -3.301686 1.957610 -2.030655 0.175 -0.082 0.028
H -4.245300 2.181775 -1.525957 0.253 -0.042 -0.212
C -2.495299 0.921487 -1.550003 -0.129 0.289 -0.354
H -2.825985 0.315340 -0.695880 0.122 0.177 -0.391
H -0.584111 -1.452314 -0.437797 -0.950 -0.796 -0.125
H -0.848394 -3.240012 -2.565066 -0.245 -0.093 0.023
N -3.561862 -0.189394 2.407155 -0.387 0.319 -0.063
C -2.705530 -1.071564 2.940191 1.470 -0.538 0.359
N -1.396536 -1.109697 2.710020 -0.885 -0.005 1.022
C -0.736709 -2.130098 3.407077 -2.688 -0.241 0.254
C -1.604472 -2.912359 4.136940 1.484 0.491 -0.402
S -3.239991 -2.354672 3.995235 0.218 -0.155 -0.215
C 0.683773 -2.143078 3.269140 2.501 -0.319 -0.160
C 1.653699 -2.934275 3.845054 -1.517 0.444 -0.133
S 3.241620 -2.412108 3.399601 -0.251 0.015 -0.097
C 2.546673 -1.144407 2.423113 -1.313 -0.534 0.274
N 1.218137 -1.147813 2.440833 1.085 -0.457 0.592
N 3.311296 -0.299742 1.724050 0.570 0.125 0.028
H -4.534148 -0.252247 2.677670 0.265 0.165 -0.285
H -3.242662 0.602149 1.849830 -0.048 -0.494 0.243
H -1.276397 -3.760704 4.720862 -0.465 0.052 0.070
H 1.424274 -3.765361 4.498125 0.459 0.072 -0.043
H 4.317417 -0.392303 1.805780 -0.455 0.195 -0.256
H 2.919480 0.420441 1.128059 -0.016 -0.234 0.062
```
Positions in Å, forces in eV/Å.